This record from the OMol25 dataset describes 17 unconnected molecules or ions with the total composition C95H196F21N10O21S7 at a distorted geometry. The level of theory is the ωB97M-V functional and the def2-TZVPD basis.

Last column: Mulliken charge in e.
Positions of all 350 atoms, in Å:
C (-7.657, -26.940, 24.832)  -1.322
C (-6.802, -27.918, 25.568)  -0.332
C (-5.384, -27.357, 25.949)  0.080
N (-4.419, -28.358, 26.699)  1.032
C (-3.982, -29.537, 25.744)  -1.129
C (-3.158, -27.638, 27.245)  1.669
C (-3.122, -27.940, 28.710)  -0.583
C (-4.518, -28.173, 29.099)  -0.833
C (-5.021, -28.949, 27.899)  -0.861
H (-7.629, -25.906, 25.177)  0.272
H (-8.646, -27.352, 25.032)  0.405
H (-7.394, -26.919, 23.775)  0.294
H (-6.641, -28.798, 24.946)  0.216
H (-7.278, -28.362, 26.442)  0.395
H (-5.448, -26.380, 26.427)  0.036
H (-4.888, -27.134, 25.004)  0.078
H (-3.227, -30.179, 26.198)  0.496
H (-3.510, -29.066, 24.882)  0.177
H (-4.895, -29.957, 25.323)  0.459
H (-2.280, -27.995, 26.707)  -0.555
H (-3.153, -26.552, 27.161)  -1.259
H (-2.453, -28.796, 28.802)  0.373
H (-2.635, -27.123, 29.243)  0.291
H (-4.446, -28.932, 29.878)  0.483
H (-5.161, -27.320, 29.317)  0.313
H (-4.669, -29.978, 27.974)  0.513
H (-6.095, -29.129, 27.851)  0.376
C (2.098, -23.661, 19.136)  -1.460
C (0.646, -24.174, 19.109)  -1.244
C (-0.347, -23.498, 19.984)  0.214
N (-1.693, -24.231, 20.162)  1.377
C (-2.693, -23.416, 20.997)  -0.923
C (-1.479, -25.530, 20.885)  -0.265
C (-2.624, -26.434, 20.458)  -0.275
C (-3.235, -25.857, 19.157)  -1.047
C (-2.419, -24.675, 18.825)  -0.520
H (2.576, -24.232, 18.341)  0.499
H (2.555, -23.946, 20.084)  0.112
H (2.252, -22.582, 19.099)  0.451
H (0.700, -25.262, 19.129)  0.809
H (0.324, -24.044, 18.076)  0.402
H (-0.707, -22.581, 19.518)  0.373
H (0.036, -23.306, 20.986)  -0.090
H (-2.035, -23.064, 21.792)  0.180
H (-3.399, -24.126, 21.427)  0.294
H (-3.189, -22.657, 20.392)  0.213
H (-1.300, -25.386, 21.950)  -0.297
H (-0.529, -26.000, 20.628)  0.046
H (-3.289, -26.466, 21.321)  0.192
H (-2.273, -27.449, 20.274)  0.556
H (-4.299, -25.626, 19.214)  0.294
H (-3.228, -26.498, 18.275)  0.366
H (-3.067, -23.840, 18.558)  0.297
H (-1.613, -24.936, 18.139)  0.539
C (-3.393, -19.761, 28.690)  -1.890
C (-2.652, -20.527, 29.702)  1.280
C (-3.528, -20.853, 31.001)  -1.772
N (-2.989, -21.746, 32.156)  0.421
C (-3.975, -21.836, 33.362)  -0.835
C (-5.319, -22.621, 33.075)  -0.691
C (-5.122, -24.024, 32.438)  -0.962
C (-4.159, -23.959, 31.264)  0.136
C (-2.809, -23.173, 31.507)  -0.438
C (-1.591, -21.145, 32.603)  -0.948
H (-4.462, -19.956, 28.611)  0.491
H (-2.967, -19.866, 27.692)  0.083
H (-3.425, -18.719, 29.008)  0.578
H (-1.778, -19.951, 30.004)  0.688
H (-2.169, -21.414, 29.291)  -0.550
H (-4.546, -21.183, 30.797)  0.599
H (-3.723, -19.891, 31.475)  0.575
H (-4.175, -20.852, 33.786)  0.416
H (-3.364, -22.382, 34.080)  0.468
H (-5.916, -21.996, 32.412)  0.318
H (-5.928, -22.665, 33.978)  0.505
H (-6.109, -24.441, 32.237)  0.431
H (-4.701, -24.780, 33.102)  0.383
H (-4.721, -23.539, 30.430)  -0.305
H (-3.970, -24.874, 30.702)  0.211
H (-2.151, -23.086, 30.643)  0.196
H (-2.257, -23.723, 32.270)  0.652
H (-0.883, -21.290, 31.788)  0.169
H (-1.295, -21.325, 33.637)  0.366
H (-1.658, -20.057, 32.612)  0.421
C (-6.011, -22.681, 21.274)  -1.428
C (-5.687, -21.571, 22.319)  0.603
C (-5.177, -20.285, 21.616)  -0.874
N (-4.641, -19.125, 22.480)  0.649
C (-3.998, -18.013, 21.533)  -0.364
C (-3.863, -16.637, 22.294)  0.205
C (-5.021, -16.219, 23.227)  -1.269
C (-5.499, -17.341, 24.111)  -0.361
C (-5.867, -18.581, 23.299)  -0.789
C (-3.578, -19.690, 23.511)  -1.151
H (-5.262, -22.558, 20.491)  0.301
H (-7.021, -22.826, 20.890)  0.468
H (-5.842, -23.683, 21.669)  0.264
H (-4.922, -21.953, 22.995)  -0.433
H (-6.508, -21.543, 23.035)  0.451
H (-6.034, -19.890, 21.070)  0.335
H (-4.356, -20.506, 20.935)  0.496
H (-4.753, -17.940, 20.750)  0.511
H (-3.047, -18.388, 21.157)  0.106
H (-3.645, -15.904, 21.518)  0.589
H (-2.965, -16.633, 22.912)  -0.330
H (-5.914, -15.920, 22.678)  0.366
H (-4.653, -15.448, 23.904)  0.558
H (-6.358, -17.102, 24.736)  0.532
H (-4.677, -17.420, 24.823)  0.059
H (-6.668, -18.309, 22.611)  0.358
H (-6.143, -19.414, 23.946)  0.591
H (-4.197, -20.123, 24.298)  0.679
H (-3.053, -18.811, 23.884)  0.182
H (-2.939, -20.401, 22.987)  -0.006
C (4.489, -34.865, 28.192)  -1.510
C (4.926, -33.495, 27.609)  -0.314
C (3.895, -32.388, 27.723)  -0.671
N (4.410, -30.954, 27.255)  0.652
C (3.225, -30.023, 27.282)  -0.279
C (2.118, -30.293, 26.227)  -0.761
C (2.726, -30.249, 24.835)  0.942
C (3.886, -31.325, 24.880)  -1.432
C (5.008, -30.982, 25.841)  -0.109
C (5.462, -30.331, 28.172)  -1.232
H (4.032, -34.756, 29.175)  0.365
H (5.315, -35.570, 28.278)  0.388
H (3.616, -35.285, 27.692)  0.372
H (5.200, -33.694, 26.573)  0.287
H (5.897, -33.271, 28.050)  0.346
H (3.632, -32.201, 28.764)  0.464
H (2.934, -32.648, 27.280)  0.457
H (2.740, -30.038, 28.257)  0.219
H (3.570, -28.997, 27.150)  0.120
H (1.688, -31.278, 26.406)  0.600
H (1.232, -29.669, 26.344)  -0.128
H (2.141, -30.426, 23.933)  0.384
H (3.035, -29.205, 24.798)  -0.871
H (3.545, -32.332, 25.121)  0.301
H (4.323, -31.346, 23.881)  0.635
H (5.785, -31.740, 25.948)  0.670
H (5.488, -30.034, 25.601)  -0.080
H (5.727, -29.325, 27.845)  0.234
H (6.333, -30.969, 28.023)  0.677
H (5.165, -30.431, 29.216)  0.271
C (0.243, -20.561, 26.008)  -1.998
C (1.028, -21.933, 25.892)  2.100
C (0.118, -23.052, 26.240)  0.016
N (0.897, -24.473, 26.255)  1.067
C (2.138, -24.370, 27.182)  -0.709
C (2.904, -25.704, 27.239)  0.638
C (3.372, -26.222, 25.850)  1.446
C (2.277, -26.243, 24.853)  1.694
C (1.396, -24.957, 24.868)  0.667
C (-0.163, -25.481, 26.760)  -0.195
H (0.797, -19.638, 25.838)  -0.035
H (-0.079, -20.547, 27.049)  0.789
H (-0.682, -20.398, 25.455)  0.234
H (1.839, -21.817, 26.611)  -0.199
H (1.415, -22.064, 24.881)  -0.528
H (-0.735, -23.084, 25.563)  -0.006
H (-0.332, -22.834, 27.208)  -0.247
H (2.759, -23.617, 26.697)  -0.461
H (1.865, -23.840, 28.095)  0.429
H (3.748, -25.545, 27.911)  -0.040
H (2.296, -26.466, 27.726)  -0.327
H (4.053, -25.479, 25.436)  -0.909
H (3.985, -27.112, 25.989)  -0.533
H (2.655, -26.281, 23.831)  -0.923
H (1.746, -27.193, 24.913)  -0.743
H (2.067, -24.143, 24.593)  -0.717
H (0.573, -24.918, 24.154)  0.451
H (0.213, -26.502, 26.832)  0.009
H (-0.908, -25.389, 25.970)  -0.420
H (-0.484, -25.030, 27.699)  0.479
C (8.921, -24.483, 21.355)  -1.481
C (7.919, -25.456, 20.746)  -0.329
C (6.683, -25.795, 21.619)  0.613
N (5.684, -26.868, 21.004)  0.917
C (4.402, -26.935, 21.886)  -0.729
C (3.391, -27.968, 21.363)  0.117
C (2.883, -27.563, 19.940)  0.014
C (4.103, -27.393, 18.996)  -1.238
C (5.245, -26.435, 19.561)  -0.560
C (6.345, -28.330, 20.946)  -0.879
H (9.131, -24.753, 22.390)  0.269
H (8.487, -23.486, 21.418)  0.346
H (9.847, -24.452, 20.780)  0.424
H (8.397, -26.419, 20.567)  0.246
H (7.740, -25.026, 19.760)  0.260
H (6.141, -24.857, 21.742)  -0.556
H (7.022, -26.238, 22.555)  -0.115
H (3.982, -25.928, 21.882)  0.141
H (4.635, -27.174, 22.923)  0.339
H (2.520, -28.003, 22.018)  -0.413
H (3.771, -28.977, 21.523)  0.460
H (2.343, -26.617, 19.968)  -0.627
H (2.157, -28.295, 19.586)  0.784
H (3.644, -27.023, 18.080)  0.650
H (4.441, -28.407, 18.780)  0.370
H (4.954, -25.386, 19.516)  0.290
H (6.143, -26.573, 18.958)  0.565
H (6.326, -28.750, 21.952)  0.154
H (7.324, -28.211, 20.483)  0.369
H (5.714, -29.040, 20.411)  0.485
C (8.265, -17.397, 30.456)  -1.447
C (7.931, -18.475, 29.464)  -0.350
C (6.483, -18.328, 28.958)  -0.752
N (5.981, -19.656, 28.225)  0.414
C (4.475, -19.470, 27.787)  -0.256
C (4.341, -18.459, 26.685)  -0.292
C (5.262, -18.783, 25.498)  0.026
C (6.705, -19.149, 25.846)  -1.246
C (6.850, -20.103, 27.012)  0.039
C (5.894, -20.739, 29.312)  -0.887
H (9.158, -17.544, 31.064)  0.362
H (7.480, -17.113, 31.158)  0.345
H (8.431, -16.468, 29.910)  0.378
H (8.164, -19.463, 29.862)  0.334
H (8.596, -18.329, 28.613)  0.297
H (6.502, -17.643, 28.111)  0.554
H (5.747, -18.075, 29.722)  0.482
H (3.858, -19.239, 28.656)  0.596
H (4.187, -20.486, 27.518)  -0.180
H (4.523, -17.443, 27.035)  0.351
H (3.353, -18.410, 26.226)  -0.096
H (5.279, -17.894, 24.867)  0.594
H (4.890, -19.642, 24.940)  -0.393
H (7.149, -18.165, 25.993)  0.497
H (7.198, -19.670, 25.025)  0.469
H (7.875, -20.129, 27.382)  0.544
H (6.475, -21.110, 26.830)  -0.206
H (6.881, -20.919, 29.738)  0.435
H (5.511, -21.692, 28.947)  -0.033
H (5.272, -20.368, 30.127)  0.416
C (6.520, -24.424, 27.602)  0.403
C (7.188, -24.781, 28.965)  -0.822
C (6.280, -25.740, 29.757)  0.695
N (6.994, -26.491, 30.929)  0.630
C (5.923, -27.536, 31.478)  0.107
C (6.203, -28.007, 32.929)  -0.820
C (6.598, -26.978, 33.891)  -0.850
C (7.724, -26.069, 33.376)  -0.764
C (7.404, -25.476, 31.979)  -0.577
C (8.155, -27.412, 30.540)  -0.728
H (5.470, -24.159, 27.726)  -0.408
H (6.585, -25.238, 26.880)  -0.684
H (7.010, -23.600, 27.084)  0.442
H (7.167, -23.816, 29.472)  0.164
H (8.196, -25.176, 28.842)  0.442
H (6.042, -26.593, 29.122)  -0.078
H (5.368, -25.254, 30.103)  -0.444
H (4.957, -27.033, 31.452)  -0.078
H (5.808, -28.368, 30.783)  0.008
H (5.313, -28.557, 33.233)  0.509
H (6.954, -28.797, 32.890)  0.356
H (5.695, -26.480, 34.241)  0.318
H (6.945, -27.525, 34.768)  0.449
H (7.914, -25.292, 34.116)  0.394
H (8.626, -26.679, 33.413)  0.349
H (6.624, -24.715, 31.998)  0.339
H (8.221, -24.945, 31.490)  0.501
H (7.798, -28.321, 30.055)  0.165
H (8.767, -27.735, 31.381)  0.330
H (8.769, -26.905, 29.796)  0.417
C (3.796, -18.908, 18.174)  -1.503
C (3.298, -19.041, 19.636)  0.054
C (1.885, -18.483, 19.819)  -0.777
N (1.140, -19.013, 21.089)  0.848
C (-0.230, -18.320, 21.167)  -1.057
C (-0.117, -16.828, 21.744)  -1.195
C (0.756, -16.684, 22.925)  -0.104
C (2.069, -17.389, 22.786)  -0.915
C (1.923, -18.895, 22.418)  -0.031
C (0.818, -20.515, 21.018)  -1.043
H (3.904, -17.900, 17.772)  0.355
H (3.008, -19.446, 17.647)  0.371
H (4.779, -19.361, 18.041)  0.384
H (3.943, -18.461, 20.297)  0.340
H (3.386, -20.068, 19.990)  -0.038
H (1.313, -18.692, 18.915)  0.538
H (1.971, -17.397, 19.861)  0.604
H (-0.674, -18.385, 20.174)  0.512
H (-0.905, -18.884, 21.810)  0.488
H (0.152, -16.163, 20.924)  0.479
H (-1.132, -16.488, 21.948)  0.204
H (0.847, -15.658, 23.282)  0.776
H (0.151, -17.066, 23.747)  -0.330
H (2.695, -16.904, 22.036)  0.470
H (2.715, -17.291, 23.659)  0.394
H (2.821, -19.492, 22.259)  0.100
H (1.303, -19.322, 23.207)  -0.019
H (0.308, -20.858, 21.918)  0.610
H (1.659, -21.159, 20.762)  -0.411
H (0.104, -20.602, 20.198)  0.586
C (-1.144, -29.478, 22.759)  0.133
F (-2.214, -29.336, 21.988)  -0.207
F (-1.403, -30.559, 23.525)  -0.235
F (-0.020, -29.771, 22.069)  -0.142
S (-0.953, -27.829, 23.887)  0.250
O (0.047, -27.040, 23.077)  -0.384
O (-2.268, -27.223, 23.982)  -0.451
O (-0.472, -28.263, 25.200)  -0.458
C (-0.143, -16.914, 27.151)  0.280
F (-0.650, -18.029, 27.693)  -0.070
F (0.404, -16.190, 28.159)  -0.251
F (0.869, -17.268, 26.340)  -0.077
S (-1.364, -15.741, 26.190)  0.995
O (-2.154, -15.096, 27.263)  -0.652
O (-0.485, -14.829, 25.448)  -0.657
O (-2.240, -16.619, 25.332)  -0.644
C (3.069, -23.564, 30.824)  0.098
F (2.401, -24.717, 31.002)  -0.068
F (4.067, -23.507, 31.733)  -0.273
F (3.520, -23.386, 29.563)  0.167
S (1.972, -22.016, 31.179)  1.315
O (2.891, -20.833, 31.183)  -0.732
O (1.092, -22.056, 29.980)  -0.550
O (1.266, -22.235, 32.453)  -0.673
C (-3.940, -23.497, 25.715)  -0.146
F (-4.957, -23.894, 24.897)  -0.080
F (-2.936, -24.369, 25.643)  -0.120
F (-3.463, -22.350, 25.320)  0.240
S (-4.398, -23.401, 27.605)  0.979
O (-5.190, -22.167, 27.871)  -0.722
O (-5.152, -24.649, 27.918)  -0.607
O (-3.104, -23.401, 28.279)  -0.397
C (8.901, -28.500, 24.465)  0.362
F (8.462, -29.762, 24.610)  -0.206
F (10.236, -28.383, 24.589)  -0.201
F (8.617, -28.005, 23.246)  -0.180
S (8.044, -27.327, 25.753)  1.130
O (6.609, -27.713, 25.692)  -0.761
O (8.684, -27.630, 27.020)  -0.619
O (8.332, -25.990, 25.177)  -0.615
C (5.518, -23.039, 24.071)  -0.628
F (6.738, -22.429, 23.925)  -0.223
F (5.601, -24.394, 23.970)  0.390
F (5.074, -22.683, 25.235)  0.227
S (4.396, -22.278, 22.605)  0.888
O (3.017, -22.517, 23.057)  -0.097
O (4.728, -20.861, 22.608)  -0.712
O (4.741, -23.017, 21.365)  -0.660
C (0.609, -27.648, 30.330)  0.342
F (-0.087, -27.497, 31.488)  -0.242
F (0.001, -28.438, 29.415)  -0.135
F (0.757, -26.446, 29.751)  -0.027
S (2.400, -28.397, 30.806)  1.218
O (2.226, -29.853, 30.801)  -0.749
O (3.351, -27.952, 29.767)  -0.490
O (2.695, -27.790, 32.102)  -0.707

Forces on the atoms, in the same order (eV/Å):
C -0.48 0.08 0.05
C 2.46 -0.91 1.18
C -0.19 -0.75 -0.93
N 0.32 0.35 -1.67
C -0.45 2.34 -0.57
C 0.47 0.56 -0.76
C 2.04 0.69 -0.36
C -1.01 -1.73 0.36
C -0.93 -1.29 0.97
H 0.10 -0.11 0.37
H -0.36 0.54 -0.78
H -0.31 -0.12 -0.05
H -0.03 -0.01 -0.30
H -0.26 0.58 0.16
H 0.11 -0.39 0.90
H 0.38 -0.18 -0.02
H -0.62 -0.05 0.36
H 0.14 0.22 0.17
H 0.17 -0.61 0.68
H -0.22 -0.09 -0.11
H -0.90 -0.03 -0.75
H -0.41 -0.33 0.66
H -0.04 0.03 0.04
H -0.80 0.55 0.67
H 0.41 0.09 0.20
H 0.46 0.05 -0.03
H -0.02 0.72 -0.30
C -0.40 -0.71 1.10
C 0.53 -0.15 -2.05
C -1.78 0.20 0.23
N -0.50 -0.80 -0.41
C 1.62 -1.01 -0.18
C 0.87 -0.70 -0.28
C -0.28 -0.50 0.43
C -0.83 -0.79 0.31
C 1.23 1.61 0.95
H 0.41 0.58 -0.05
H 0.21 -0.10 0.08
H -0.21 -0.06 -0.62
H -0.18 -0.06 0.86
H -0.21 0.30 -0.19
H 0.55 0.36 0.12
H -0.10 -0.02 0.12
H -0.55 0.58 0.19
H -0.10 0.20 -0.17
H 0.35 -0.01 0.17
H -0.73 0.23 0.12
H 0.06 0.43 -0.60
H -0.53 -0.28 -0.40
H 0.03 0.10 0.27
H 0.03 0.23 0.56
H 0.38 -0.52 0.33
H 0.63 0.14 -0.59
H -0.25 0.47 -0.15
C -1.57 1.43 -0.42
C 0.97 -1.90 2.30
C -0.06 1.06 0.26
N 0.36 0.22 -1.41
C 0.11 -1.21 -0.57
C 1.16 0.30 -0.53
C 0.78 -0.05 0.85
C -0.24 1.61 -1.70
C -0.78 -0.44 1.67
C -1.39 0.81 -0.84
H 0.10 -0.77 -0.04
H 0.09 0.20 0.10
H 0.47 0.33 -0.41
H -0.06 0.24 0.33
H -0.57 -0.34 -0.02
H 0.32 -0.57 -0.53
H 0.23 0.20 0.19
H 0.16 0.13 -0.44
H -0.17 -0.07 0.17
H -0.02 -0.08 -0.29
H 0.39 -0.07 0.25
H 0.06 0.16 -0.67
H 0.07 0.37 0.81
H 0.09 1.00 -0.02
H 0.59 -0.59 0.90
H -0.43 0.18 -0.03
H 0.17 -0.03 0.07
H 0.12 -0.91 0.53
H -0.01 -1.19 -0.41
H -0.79 0.18 -0.14
C 0.80 -0.18 0.30
C 0.34 -0.90 0.36
C -0.60 0.39 0.74
N 0.17 -0.61 0.46
C -1.75 0.19 2.05
C 0.29 -0.94 0.00
C -0.66 -0.11 -0.71
C 0.82 -0.56 0.37
C 1.63 0.32 0.35
C -1.72 1.42 -1.10
H -0.50 -0.18 -0.55
H -0.02 1.05 -0.16
H 0.35 0.06 0.50
H 0.48 -0.14 -0.29
H -0.37 1.00 -0.36
H 0.28 0.27 -0.30
H -0.11 -0.23 -0.11
H 0.25 0.08 -0.23
H -0.18 -0.11 0.05
H -0.32 0.16 -0.04
H 0.08 -0.31 0.17
H 0.24 0.69 -0.36
H -0.14 0.32 -0.42
H -0.14 0.31 -0.27
H 0.04 -1.05 0.25
H 0.11 -0.30 -0.25
H -0.22 0.06 -0.20
H 0.53 -0.23 0.01
H 0.21 -0.19 0.13
H -0.08 0.04 0.12
C -1.11 0.76 0.57
C 0.55 -1.05 -0.43
C 0.88 0.97 0.94
N -0.72 0.56 -0.16
C -1.65 0.57 -0.37
C -0.34 -1.23 0.04
C 1.02 -0.74 0.94
C 0.42 1.27 -0.97
C -0.72 -0.44 0.93
C 0.18 -1.77 -0.30
H 0.54 0.27 0.47
H -0.17 0.09 -0.28
H 0.40 -0.22 -0.75
H -0.28 0.14 -0.30
H -0.17 0.50 0.39
H 0.19 0.01 0.19
H 0.36 0.31 -0.58
H 0.46 -0.24 0.26
H 0.41 -0.11 0.00
H 0.05 -0.28 0.03
H 0.43 0.62 0.20
H -0.59 -0.17 0.48
H 0.91 0.01 -0.65
H -0.48 0.11 -0.25
H 0.15 -0.32 -0.05
H -0.01 -0.02 -0.55
H -0.13 0.23 0.37
H -0.43 -0.03 0.00
H 0.21 0.15 0.13
H -0.32 0.36 -0.16
C -0.04 -0.70 0.76
C -0.30 2.13 -0.97
C 0.74 -1.15 0.02
N -0.77 -0.37 0.50
C -0.30 0.06 -1.34
C -0.54 0.03 0.02
C 0.98 2.07 1.15
C -1.74 -0.76 -0.49
C 0.83 1.12 0.82
C 0.92 1.60 -0.49
H 0.54 -0.37 0.05
H -0.02 0.39 0.15
H -0.09 -0.68 -0.46
H 0.06 -0.20 -0.14
H 0.37 0.04 0.05
H 0.23 -0.58 -0.33
H 0.27 -0.77 0.44
H 0.23 -0.17 -0.34
H -0.44 -0.79 0.32
H 0.06 -0.09 -0.08
H -0.03 -0.02 0.12
H 0.55 0.11 0.38
H -0.32 -0.23 -0.30
H 0.16 0.20 -0.08
H -0.70 0.32 0.22
H 0.10 0.04 -0.27
H -0.10 -0.50 0.30
H 0.09 0.31 0.03
H -0.29 -0.44 0.42
H -0.34 -0.56 0.04
C -0.51 -0.05 1.12
C 0.05 -1.09 -0.45
C 0.22 0.00 -1.11
N -0.36 -0.48 -0.27
C 0.18 -0.30 -0.44
C -0.67 0.99 -0.21
C 1.35 -0.44 0.91
C -0.70 0.20 0.76
C -0.39 -2.07 0.05
C -1.00 1.56 0.21
H 0.31 -0.14 0.03
H 0.04 0.12 -0.24
H -0.15 -0.03 0.03
H 0.46 0.04 -0.12
H -0.84 -0.24 -0.07
H -0.51 -0.46 0.22
H -0.17 0.20 0.13
H 0.05 0.11 -0.16
H 0.67 0.05 -0.08
H -0.06 0.52 0.33
H 0.25 -0.12 -0.81
H 0.01 0.19 0.47
H 0.26 -0.14 -0.27
H 0.75 0.35 -0.29
H 0.52 0.22 -0.10
H 0.00 -0.04 0.58
H -0.09 0.13 -0.03
H 0.63 0.57 0.18
H -0.15 -0.21 0.32
H 0.04 0.60 -0.50
C 0.09 1.51 0.45
C -0.25 -0.25 -0.22
C 0.67 -1.65 -1.76
N -1.26 0.13 1.65
C 0.84 -0.36 0.21
C 0.59 0.04 -0.96
C 0.08 -0.67 -0.08
C -0.41 0.46 0.14
C -0.87 0.91 1.70
C 0.72 0.45 -0.11
H 0.03 -0.39 -0.27
H -0.28 -0.51 0.05
H 0.15 0.12 -0.05
H -0.26 0.04 0.09
H 0.05 -0.20 -0.10
H -0.31 0.48 0.51
H 0.03 -0.11 -0.16
H 0.41 0.15 0.28
H -0.08 0.03 -0.43
H 0.10 -0.02 0.24
H -0.35 -0.28 0.61
H -0.01 -0.25 -0.33
H -0.55 0.17 -0.20
H 0.91 -0.36 0.39
H 0.00 0.37 -0.26
H -0.07 -0.24 -0.05
H 0.16 0.01 -0.36
H 0.00 0.03 -0.29
H -0.16 0.28 -0.34
H -0.27 -0.04 -0.22
C 0.39 -0.70 -0.07
C -1.32 0.65 -0.20
C 1.77 -1.45 -0.60
N -1.29 -1.75 0.82
C -0.38 1.42 1.12
C -0.03 -1.70 -2.43
C -0.05 0.73 1.16
C -0.61 -0.27 -0.09
C 0.37 -0.13 -0.08
C 0.09 0.83 -1.02
H -0.08 0.04 0.16
H -0.16 -0.18 0.15
H 0.21 0.15 0.32
H 0.68 -0.05 0.47
H -0.09 0.19 -0.11
H -0.44 0.14 -0.25
H 0.20 -0.27 0.37
H 0.10 0.24 0.07
H 0.45 0.25 -0.11
H -0.24 0.25 0.03
H 0.38 -0.03 -0.09
H 0.13 0.65 -0.17
H 0.21 0.25 0.18
H -0.12 0.33 -0.34
H 0.20 0.09 -0.55
H -0.40 -0.32 0.37
H 0.45 -0.14 0.38
H -0.35 0.29 0.02
H -0.35 0.49 0.20
H 0.13 0.01 0.21
C -0.70 -0.46 0.71
C 0.68 0.88 0.52
C 0.58 -0.45 0.31
N -0.86 -1.13 0.31
C 0.69 1.53 0.93
C -0.90 -0.68 -2.59
C -0.59 -0.20 1.66
C 1.42 -0.82 -0.57
C -0.42 1.89 -0.40
C -0.38 0.72 -1.43
H -0.40 0.13 0.33
H 0.45 -0.03 -0.87
H -0.24 -0.30 0.08
H 0.19 -0.11 0.13
H -0.04 -0.15 -0.23
H -0.59 -0.37 0.35
H -0.39 -0.06 0.46
H 0.22 0.32 -0.14
H 0.45 -0.30 0.36
H 0.45 -0.07 -0.21
H -0.05 -0.25 0.27
H 0.22 0.20 -0.51
H 0.29 -0.56 0.46
H -0.07 0.11 -0.39
H -0.34 -0.24 0.36
H 0.18 0.28 0.33
H -0.12 -0.44 -0.26
H 0.40 0.33 0.17
H 0.27 0.41 0.43
H -0.05 -0.05 -0.12
C 0.24 0.19 1.94
F 0.36 0.25 -0.79
F 0.25 0.49 0.10
F -0.98 0.65 0.06
S 2.16 0.33 -0.80
O -2.00 -1.51 1.09
O -0.17 -0.16 -0.76
O -0.02 -0.25 -1.20
C -0.26 1.52 0.43
F -0.14 0.34 -0.42
F -0.37 -0.53 -0.67
F 0.17 -0.34 -0.27
S -2.48 1.22 0.58
O 1.62 -1.40 -1.48
O -0.44 -1.62 0.58
O 1.82 0.40 0.71
C -1.82 2.08 2.09
F 0.98 0.87 -0.85
F 0.35 -0.64 -1.01
F 0.58 -1.03 0.48
S -0.78 1.57 -0.23
O -0.95 -2.43 -0.21
O 0.79 -0.16 1.00
O 1.23 -0.17 -1.61
C -1.09 -1.05 2.34
F 0.89 0.37 0.46
F -0.07 -0.64 -0.63
F 0.16 1.46 -0.94
S -2.38 0.12 2.73
O 1.42 -2.08 -1.59
O 1.01 1.35 -1.49
O 0.16 0.06 -1.25
C -0.11 2.07 1.52
F 0.62 0.49 -0.55
F -0.80 -0.89 0.11
F -0.38 -0.83 -0.27
S -0.25 0.76 -1.21
O 1.19 0.13 -0.11
O -0.24 0.05 -0.26
O -0.48 -1.90 0.79
C 0.40 0.84 -3.27
F -0.72 -1.28 0.13
F 0.18 1.50 0.41
F -0.76 -0.09 1.29
S -0.20 -0.71 -0.25
O 0.52 -0.29 -0.09
O 0.23 -0.56 0.02
O -0.12 0.66 1.73
C 2.22 -0.49 0.95
F 0.08 -0.38 -1.76
F -0.25 0.32 0.86
F -0.34 -0.14 0.21
S 0.59 -0.21 0.50
O -0.38 1.16 -0.21
O -1.08 0.06 -0.06
O -0.62 -0.39 -0.96

DFT total energy: -292480.9297 eV
Charge: +3
Kohn-Sham gap: 0.267 Ha
LUMO: -5.5 eV
HOMO energy: -12.817 eV